{"formula": "C29H24N7NaO5S2", "method": "the ωB97M-V functional and the def2-TZVPD basis", "e_above_lowest_ev": 0.774, "homo_energy_ev": [0.284, 1.088], "lumo_energy_ev": [3.16, 3.16], "charge": -2, "elements": ["Na", "C", "O", "C", "C", "C", "C", "C", "C", "C", "N", "C", "C", "N", "C", "C", "C", "C", "N", "C", "C", "N", "C", "C", "C", "C", "H", "H", "H", "H", "H", "H", "H", "H", "H", "H", "H", "H", "H", "H", "S", "C", "C", "C", "C", "C", "C", "C", "C", "C", "N", "H", "H", "H", "H", "H", "H", "O", "S", "O", "O", "O", "N", "N", "H", "H", "H", "H"], "positions_angstrom": [[0.58, -0.05, -0.46], [-8.95, -0.18, -10.58], [-9.29, -0.15, -9.22], [-8.24, -0.13, -8.33], [-6.90, -0.13, -8.70], [-5.92, -0.10, -7.73], [-6.23, -0.09, -6.36], [-7.59, -0.09, -6.01], [-8.57, -0.11, -6.98], [-5.16, -0.07, -5.40], [-3.87, -0.04, -5.70], [-3.19, -0.03, -4.53], [-4.08, -0.04, -3.45], [-5.32, -0.07, -4.03], [-3.66, -0.04, -2.10], [-4.49, -0.08, -0.99], [-3.96, -0.07, 0.28], [-2.55, 0.00, 0.41], [-1.73, 0.04, -0.61], [-2.23, 0.01, -1.88], [-1.31, 0.02, -2.95], [0.03, 0.04, -2.66], [0.89, 0.04, -3.68], [0.53, 0.02, -5.02], [-0.84, 0.00, -5.34], [-1.77, 0.00, -4.31], [-9.89, -0.20, -11.13], [-8.37, -1.08, -10.84], [-8.38, 0.70, -10.88], [-6.60, -0.14, -9.74], [-4.87, -0.10, -8.00], [-7.89, -0.07, -4.97], [-9.62, -0.11, -6.71], [-6.19, -0.07, -3.53], [-5.57, -0.12, -1.12], [-4.58, -0.11, 1.17], [-2.09, 0.01, 1.40], [1.94, 0.06, -3.39], [1.29, 0.02, -5.79], [-1.19, -0.02, -6.36], [-0.12, -2.26, 4.74], [0.08, -0.66, 5.40], [0.33, 0.24, 4.40], [0.36, -0.32, 3.12], [0.16, -1.72, 3.09], [0.14, -2.64, 2.02], [-0.02, -4.04, 2.25], [-0.01, -4.92, 1.20], [0.16, -4.42, -0.11], [0.30, -3.05, -0.26], [0.30, -2.17, 0.73], [0.01, -0.51, 6.46], [0.50, 1.30, 4.56], [-0.15, -4.40, 3.26], [-0.13, -5.98, 1.36], [0.18, -5.08, -0.98], [0.42, -2.62, -1.25], [2.96, 0.51, 2.70], [2.12, 0.92, 1.61], [1.99, 2.36, 1.43], [2.38, 0.24, 0.35], [0.56, 0.47, 2.00], [-0.90, 3.42, 0.45], [-0.13, 3.61, -0.76], [-0.29, 3.01, 1.15], [-1.59, 2.71, 0.23], [0.39, 2.76, -1.01], [0.58, 4.29, -0.53]]}


{"formula": "C29H25AsCl3CrF11GeO3SSe2Si", "method": "the ωB97M-V functional and the def2-TZVPD basis", "e_above_lowest_ev": 2.239, "homo_energy_ev": [-5.439, -5.551], "lumo_energy_ev": [0.04, -0.07], "multiplicity": 4, "charge": -1, "elements": ["Cr", "O", "C", "C", "C", "O", "C", "Se", "C", "Se", "H", "H", "H", "H", "H", "H", "H", "H", "H", "H", "F", "C", "C", "F", "C", "F", "C", "S", "C", "F", "C", "F", "Cl", "Ge", "Cl", "Cl", "F", "As", "F", "F", "F", "F", "F", "O", "Si", "C", "C", "C", "C", "C", "C", "C", "C", "C", "C", "C", "C", "C", "C", "C", "C", "C", "C", "H", "H", "H", "H", "H", "H", "H", "H", "H", "H", "H", "H", "H", "H", "H"], "positions_angstrom": [[-0.10, -0.01, 0.17], [-0.86, -4.19, -2.01], [-2.20, -4.49, -1.69], [-2.91, -3.33, -0.95], [-4.37, -3.81, -0.81], [-5.28, -2.83, -0.37], [-2.88, -2.01, -1.73], [-1.14, -1.09, -1.83], [-2.37, -3.06, 0.45], [-0.51, -2.44, 0.55], [-0.40, -4.97, -2.33], [-2.24, -5.38, -1.05], [-2.76, -4.70, -2.61], [-4.37, -4.69, -0.14], [-4.74, -4.13, -1.79], [-4.95, -2.39, 0.43], [-3.57, -1.30, -1.28], [-3.16, -2.18, -2.77], [-2.40, -3.97, 1.06], [-2.96, -2.29, 0.95], [6.35, -2.15, -3.25], [5.31, -1.50, -2.72], [4.14, -2.16, -2.41], [4.03, -3.48, -2.63], [3.07, -1.45, -1.91], [1.96, -2.14, -1.64], [3.08, -0.07, -1.69], [1.73, 0.91, -1.21], [4.30, 0.56, -1.98], [4.43, 1.87, -1.79], [5.38, -0.13, -2.50], [6.52, 0.51, -2.79], [-2.55, -0.96, 3.51], [-1.84, 0.34, 1.87], [-1.92, 2.30, 2.79], [-3.72, 0.29, 0.70], [1.78, -0.93, 1.02], [2.10, 0.24, 2.38], [3.07, -0.97, 3.13], [3.46, 0.86, 1.55], [2.29, 1.32, 3.70], [1.03, 1.39, 1.56], [0.67, -0.46, 3.10], [-0.95, 1.55, -0.40], [-1.15, 2.92, -1.23], [-2.74, 3.76, -0.66], [-2.72, 4.99, 0.00], [-3.90, 5.60, 0.40], [-5.12, 5.00, 0.13], [-5.16, 3.77, -0.53], [-3.97, 3.17, -0.92], [-1.35, 2.69, -3.11], [-2.19, 3.56, -3.81], [-2.32, 3.50, -5.19], [-1.60, 2.55, -5.91], [-0.77, 1.67, -5.24], [-0.65, 1.75, -3.86], [0.33, 4.06, -0.94], [0.97, 4.71, -2.00], [2.08, 5.50, -1.78], [2.59, 5.66, -0.50], [1.96, 5.03, 0.57], [0.84, 4.24, 0.35], [-1.77, 5.46, 0.21], [-3.87, 6.55, 0.92], [-6.04, 5.48, 0.43], [-6.11, 3.29, -0.73], [-4.01, 2.21, -1.43], [-2.76, 4.31, -3.26], [-2.97, 4.19, -5.71], [-1.70, 2.50, -6.99], [-0.20, 0.93, -5.78], [0.03, 1.07, -3.36], [0.59, 4.59, -3.01], [2.57, 5.99, -2.62], [3.47, 6.27, -0.33], [2.35, 5.14, 1.57], [0.36, 3.76, 1.19]]}


{"formula": "C29H25BrCl4N3ORhS", "method": "the ωB97M-V functional and the def2-TZVPD basis", "e_above_lowest_ev": 1.900, "homo_energy_ev": [-12.593, -12.593], "lumo_energy_ev": [-8.81, -8.81], "charge": 2, "elements": ["Rh", "C", "C", "C", "C", "C", "Br", "N", "C", "H", "H", "H", "H", "H", "H", "Cl", "C", "C", "C", "C", "C", "C", "C", "H", "H", "H", "H", "H", "H", "Cl", "C", "C", "C", "C", "C", "C", "N", "C", "C", "N", "C", "O", "C", "C", "C", "Cl", "S", "C", "C", "C", "Cl", "C", "H", "H", "H", "H", "H", "H", "H", "H", "H", "H", "H", "H", "H"], "positions_angstrom": [[-1.06, -2.71, -1.03], [-4.52, -3.04, -5.64], [-3.36, -2.96, -4.69], [-2.03, -3.00, -5.14], [-0.94, -2.88, -4.28], [-1.29, -2.71, -2.97], [1.21, -2.87, -0.37], [-2.51, -2.74, -2.52], [-3.57, -2.84, -3.32], [-4.20, -3.36, -6.63], [-4.98, -2.06, -5.74], [-5.28, -3.73, -5.28], [-1.84, -3.13, -6.20], [0.08, -2.90, -4.63], [-4.56, -2.85, -2.88], [-4.02, -0.48, 4.32], [-3.36, -1.52, 3.16], [-1.99, -1.79, 3.18], [-1.47, -2.64, 2.25], [-2.31, -3.24, 1.27], [-1.79, -4.22, 0.41], [-3.70, -2.92, 1.25], [-4.22, -2.08, 2.19], [-1.37, -1.33, 3.94], [-0.41, -2.88, 2.26], [-2.48, -4.83, -0.17], [-0.86, -4.70, 0.69], [-4.34, -3.38, 0.51], [-5.28, -1.86, 2.23], [3.95, 7.11, 2.91], [3.27, 5.66, 2.26], [2.64, 4.76, 3.09], [2.10, 3.61, 2.54], [2.17, 3.34, 1.18], [1.52, 2.07, 0.67], [0.25, 2.39, -0.12], [-0.62, 1.21, -0.25], [-1.96, 1.14, 0.09], [-2.37, -0.12, -0.18], [-1.29, -0.82, -0.68], [-0.24, 0.02, -0.71], [2.31, 1.26, -0.19], [3.24, 0.39, 0.46], [4.28, 1.10, 1.27], [4.33, 1.10, 2.63], [3.22, 0.32, 3.70], [5.63, 2.00, 3.26], [6.15, 2.40, 1.68], [5.36, 1.85, 0.72], [2.81, 4.27, 0.37], [2.98, 4.05, -1.35], [3.36, 5.43, 0.90], [2.58, 4.94, 4.16], [1.62, 2.89, 3.19], [1.23, 1.47, 1.54], [0.53, 2.74, -1.12], [-0.31, 3.17, 0.38], [-2.50, 1.99, 0.46], [-3.35, -0.56, -0.08], [0.75, -0.19, -1.07], [3.72, -0.15, -0.35], [2.70, -0.33, 1.09], [7.03, 3.02, 1.54], [5.52, 1.99, -0.34], [3.84, 6.15, 0.25]]}


{"formula": "C29H25BrDyF4N2O3P", "method": "the ωB97M-V functional and the def2-TZVPD basis", "e_above_lowest_ev": 0.588, "homo_energy_ev": [-14.267, -14.256], "lumo_energy_ev": [-7.31, -6.28], "multiplicity": 6, "charge": 2, "elements": ["Dy", "F", "C", "C", "F", "C", "F", "C", "P", "C", "C", "C", "C", "C", "C", "C", "C", "C", "C", "C", "C", "C", "Br", "C", "F", "H", "H", "H", "H", "H", "H", "H", "H", "H", "H", "C", "C", "C", "C", "C", "C", "C", "C", "C", "C", "O", "O", "H", "H", "H", "H", "H", "H", "H", "H", "H", "H", "H", "N", "C", "N", "O", "H", "H", "H", "H"], "positions_angstrom": [[-0.43, -0.25, -1.00], [3.58, -6.13, 1.15], [2.99, -4.95, 1.17], [2.90, -4.22, 2.36], [3.40, -4.69, 3.48], [2.28, -2.97, 2.34], [2.24, -2.27, 3.46], [1.71, -2.42, 1.19], [0.80, -0.80, 1.35], [-0.25, -1.11, 2.79], [-0.96, -2.31, 2.83], [-1.82, -2.55, 3.89], [-1.99, -1.60, 4.88], [-1.31, -0.40, 4.82], [-0.45, -0.14, 3.77], [2.16, 0.37, 1.70], [2.73, 0.64, 2.94], [3.79, 1.53, 3.02], [4.29, 2.14, 1.89], [3.72, 1.88, 0.65], [2.65, 1.01, 0.55], [1.82, -3.17, 0.02], [1.16, -2.54, -1.68], [2.45, -4.41, 0.00], [2.56, -5.07, -1.14], [-0.84, -3.04, 2.04], [-2.36, -3.49, 3.93], [-2.68, -1.79, 5.69], [-1.44, 0.34, 5.60], [0.07, 0.81, 3.72], [2.36, 0.15, 3.83], [4.23, 1.74, 3.99], [5.12, 2.82, 1.96], [4.12, 2.35, -0.24], [2.19, 0.81, -0.43], [-2.69, 4.20, -3.65], [-2.59, 2.97, -2.82], [-2.42, 3.07, -1.44], [-2.41, 1.94, -0.63], [-2.17, 2.04, 0.86], [-2.62, 0.67, -1.22], [-2.68, 0.55, -2.63], [-2.81, -0.82, -3.27], [-2.68, 1.71, -3.40], [-2.81, -0.59, -0.32], [-3.75, -0.68, 0.43], [-1.84, -1.44, -0.46], [-1.99, 4.97, -3.33], [-3.70, 4.62, -3.54], [-2.54, 3.99, -4.71], [-2.31, 4.04, -0.99], [-2.45, 3.03, 1.22], [-1.10, 1.87, 1.10], [-2.77, 1.30, 1.40], [-2.04, -1.53, -2.92], [-2.75, -0.75, -4.36], [-3.78, -1.25, -3.02], [-2.78, 1.63, -4.48], [1.48, 2.12, -4.17], [0.95, 0.95, -3.84], [0.88, -0.01, -4.78], [0.51, 0.73, -2.68], [1.80, 2.32, -5.10], [1.51, 2.87, -3.50], [1.25, 0.13, -5.71], [0.50, -0.92, -4.56]]}


{"formula": "C29H25Cl3N7SScSi", "method": "the ωB97M-V functional and the def2-TZVPD basis", "e_above_lowest_ev": 1.016, "homo_energy_ev": -7.496, "lumo_energy_ev": -0.12, "elements": ["Sc", "N", "C", "C", "C", "C", "C", "C", "C", "C", "N", "C", "H", "H", "H", "H", "H", "H", "H", "H", "S", "C", "C", "C", "C", "C", "C", "N", "C", "C", "C", "C", "C", "C", "C", "H", "H", "H", "H", "H", "H", "H", "H", "N", "C", "C", "N", "C", "C", "N", "C", "C", "N", "H", "H", "H", "H", "H", "H", "Cl", "Si", "Cl", "Cl", "C", "H", "H", "H"], "positions_angstrom": [[0.19, 0.73, -0.72], [-1.83, -1.28, 2.59], [-3.06, -1.80, 2.24], [-4.12, -1.88, 3.11], [-5.35, -2.45, 2.73], [-5.53, -2.94, 1.47], [-4.46, -2.88, 0.54], [-4.58, -3.37, -0.78], [-3.50, -3.32, -1.62], [-2.29, -2.77, -1.13], [-2.14, -2.28, 0.07], [-3.22, -2.33, 0.92], [-1.83, -0.65, 3.38], [-1.26, -0.98, 1.81], [-4.00, -1.49, 4.12], [-6.16, -2.49, 3.44], [-6.48, -3.36, 1.16], [-5.52, -3.79, -1.11], [-3.55, -3.68, -2.64], [-1.42, -2.75, -1.77], [2.17, -0.53, 3.45], [1.93, -2.07, 2.70], [2.34, -3.33, 3.13], [2.02, -4.42, 2.34], [1.30, -4.26, 1.15], [0.90, -3.01, 0.72], [1.22, -1.90, 1.51], [0.90, -0.58, 1.22], [1.34, 0.24, 2.13], [1.25, 1.71, 2.02], [1.56, 2.51, 3.12], [1.52, 3.89, 2.99], [1.16, 4.45, 1.77], [0.84, 3.63, 0.69], [0.87, 2.23, 0.77], [2.89, -3.45, 4.05], [2.33, -5.41, 2.65], [1.03, -5.13, 0.56], [0.32, -2.87, -0.18], [1.83, 2.07, 4.07], [1.76, 4.52, 3.84], [1.14, 5.52, 1.65], [0.56, 4.10, -0.24], [2.30, -2.19, -3.42], [1.12, -2.31, -4.13], [0.19, -1.63, -3.42], [0.77, -1.10, -2.28], [2.04, -1.44, -2.34], [3.00, -0.93, -1.38], [2.73, 0.11, -0.63], [3.86, 0.34, 0.12], [4.81, -0.57, -0.19], [4.26, -1.38, -1.15], [3.20, -2.45, -3.76], [1.06, -2.84, -5.07], [-0.85, -1.47, -3.65], [3.90, 1.16, 0.83], [5.81, -0.73, 0.18], [4.70, -2.19, -1.56], [1.07, 3.96, -4.21], [1.36, 2.31, -2.95], [2.31, 1.03, -4.42], [-0.82, 1.50, -3.09], [-1.90, 1.07, 0.05], [-2.20, 2.03, -0.39], [-1.98, 1.19, 1.13], [-2.66, 0.34, -0.26]]}


{"formula": "C29H25ClPReSe", "method": "the ωB97M-V functional and the def2-TZVPD basis", "homo_energy_ev": [-11.112, -11.531], "lumo_energy_ev": [-3.52, -5.24], "multiplicity": 4, "charge": 1, "elements": ["C", "C", "C", "H", "C", "C", "H", "H", "H", "H", "Re", "Cl", "P", "C", "C", "H", "C", "H", "C", "H", "C", "H", "C", "H", "C", "C", "H", "C", "H", "C", "H", "C", "H", "C", "H", "C", "C", "H", "C", "H", "C", "H", "C", "H", "C", "H", "Se", "C", "C", "C", "C", "C", "C", "H", "H", "H", "H", "H"], "positions_angstrom": [[-0.74, -1.33, 2.77], [-0.65, -1.77, 1.43], [0.73, -2.13, 1.16], [-1.48, -1.89, 0.75], [1.47, -1.90, 2.35], [0.58, -1.40, 3.35], [0.84, -1.19, 4.37], [-1.66, -1.06, 3.26], [1.09, -2.55, 0.24], [2.51, -2.11, 2.48], [0.60, -0.07, 1.71], [2.18, 1.72, 1.34], [0.38, 0.16, -1.32], [1.45, -0.91, -2.42], [1.01, -1.56, -3.59], [-0.03, -1.52, -3.89], [1.92, -2.25, -4.41], [1.57, -2.74, -5.32], [3.27, -2.30, -4.05], [3.98, -2.83, -4.69], [3.72, -1.68, -2.87], [4.77, -1.72, -2.59], [2.81, -0.99, -2.06], [3.15, -0.48, -1.16], [-1.25, -0.25, -2.15], [-1.89, -1.43, -1.72], [-1.41, -2.06, -0.99], [-3.12, -1.81, -2.26], [-3.62, -2.71, -1.88], [-3.70, -1.05, -3.29], [-4.65, -1.36, -3.72], [-3.06, 0.10, -3.76], [-3.49, 0.69, -4.57], [-1.84, 0.51, -3.18], [-1.36, 1.41, -3.56], [0.69, 1.76, -2.20], [1.38, 1.89, -3.43], [1.80, 1.02, -3.92], [1.51, 3.14, -4.04], [2.04, 3.22, -5.00], [0.97, 4.28, -3.44], [1.06, 5.25, -3.92], [0.30, 4.17, -2.21], [-0.12, 5.06, -1.72], [0.16, 2.92, -1.60], [-0.38, 2.83, -0.66], [-0.59, 1.52, 3.24], [-0.91, 0.97, 5.11], [-2.20, 0.56, 5.53], [-2.41, 0.11, 6.83], [-1.35, 0.08, 7.74], [-0.09, 0.57, 7.36], [0.12, 1.03, 6.06], [-3.01, 0.60, 4.80], [-3.41, -0.23, 7.13], [-1.50, -0.31, 8.76], [0.74, 0.58, 8.08], [1.09, 1.43, 5.75]]}


Table of calculated total energy (eV), in record order: -77219.5110 -399273.1512 -170956.0600 -153873.3555 -117896.9733 -119758.9354